Computed, not measured: an isolated molecule of C6H12O at a distorted geometry, with the ωB97M-V functional and the def2-TZVPD basis.

Last column: Löwdin charge in e.
Positions of all 19 atoms, in Å:
C (-2.211, 0.458, 0.849)  -0.1103
C (-0.906, 1.021, 0.307)  -0.2341
C (0.109, -0.095, 0.084)  -0.3989
C (-0.213, -0.981, -1.099)  -0.0657
C (1.566, 0.467, -0.009)  -0.1348
C (2.519, -0.684, -0.099)  -0.2880
O (2.856, -1.305, 0.875)  0.0562
H (-2.680, -0.268, 0.186)  0.0641
H (-2.961, 1.250, 0.945)  0.0718
H (-2.053, 0.059, 1.850)  0.0778
H (-0.567, 1.738, 1.052)  0.1119
H (-1.077, 1.448, -0.677)  0.1146
H (0.187, -0.698, 0.985)  0.1323
H (0.139, -0.524, -2.015)  0.0810
H (-1.281, -1.111, -1.289)  0.0734
H (0.259, -1.953, -0.999)  0.0831
H (1.767, 0.950, 0.951)  0.1216
H (1.634, 1.208, -0.808)  0.1195
H (2.914, -0.981, -1.090)  0.1245

Values from the calculation:
Energy relative to the best compared isomer or geometry (same formula, charge and spin) = 0.6492 eV
Max |F| = 1.208 eV Å⁻¹
Frontier orbital gap = 0.3959 hartree
SMILES = CC[C@@H](C)CC=O